ORCA calculation (ωB97M-V with the def2-TZVPD basis set) on a 7-piece molecular cluster, C64H54FI2NO28 overall at a distorted geometry.

Computed properties:
lowest unoccupied orbital energy = -1.8635 eV
E_HOMO = -8.48 eV
HOMO-LUMO gap = 6.612 eV

```
! RIJCOSX wB97M-V def2-TZVPD def2/J DEFGRID3
* xyz 0 1
H 6.37120 3.66958 0.25070
C -6.71091 5.56723 2.29779
H -7.73039 -0.56457 -1.97419
O -5.35629 2.26466 -0.45596
C -4.96028 4.80371 4.30352
O 10.07540 0.16974 -8.53062
C -1.01720 4.59594 0.04518
H 1.15474 2.80573 2.44243
H -4.10980 1.41158 1.81862
H -11.68214 7.38246 1.85095
O 7.51341 -3.25102 0.02478
I -3.41336 6.23920 4.81150
H -8.08229 0.06996 1.79073
C 4.63268 2.34815 0.31552
C -5.11650 3.90405 6.82928
C -10.88914 7.45545 1.03524
H -6.08263 3.90449 7.46701
H 10.20862 -5.59825 4.21505
H 1.50943 5.71808 -0.39916
C -7.32985 5.40579 0.85567
C 4.16381 0.95547 0.06041
H -4.47570 4.78590 7.16316
C 9.12891 -2.31289 -5.26584
O 7.16550 -0.48022 -1.17276
C -13.81254 0.58312 -0.52294
C 9.09133 -2.85761 -6.65327
C 8.57722 -3.94630 -0.46535
O -10.58345 0.70167 1.96350
C -12.50050 1.11421 -0.99205
C -1.15971 2.58596 2.37651
H -3.86091 2.41188 3.39616
H -11.19413 6.70058 0.20844
C 10.89375 -5.22099 -1.52714
C 8.42060 -4.22522 3.59753
O 8.79498 -3.15796 -4.25211
C -13.89743 0.07538 0.85053
H -14.84982 -0.32349 1.17303
O -6.73476 7.31920 4.11518
H -13.32438 1.42581 -2.64708
C 7.23038 -3.38712 3.42305
H -1.15224 1.85308 3.25981
H -10.17877 8.74732 -0.42340
H 10.29069 1.01962 -8.09845
C -6.60507 -1.19313 0.67018
H -0.98632 5.36085 -0.81751
H 5.78940 -9.74278 -3.37183
O 5.36718 -2.27431 4.32547
C 6.03945 2.66075 0.04474
O 2.86162 0.67225 0.33918
C 9.47690 -1.04725 -5.02446
C 6.47701 -3.05008 4.47210
H -6.43613 -1.88282 -2.02943
C -12.83341 0.11156 1.65554
H -6.21749 -1.78952 2.83793
H -8.73675 -0.64283 0.21126
F -7.42414 4.10955 -1.40197
H 8.55219 1.16626 -1.02918
C 4.98738 0.02241 -0.42347
H 9.51012 -0.64077 -4.02198
H -6.00586 -0.23005 -2.73813
C 7.43914 -8.42352 -3.53730
O 9.83846 -5.50178 5.11446
O 9.88734 -7.22317 -0.82475
O -12.89665 -0.35861 2.93215
O 10.16817 1.00980 -5.94278
H -10.48033 1.53836 -0.51269
H -7.21522 1.56183 -1.21746
C 8.64606 -5.27474 -0.35974
C 8.03913 -7.25324 -4.24159
H 2.47752 1.50760 0.67345
C -5.73700 3.32396 0.45115
O -12.42978 1.55897 -2.27646
H -4.76455 -1.99576 1.66051
O 9.14001 -4.54055 2.66427
C -5.09577 3.49671 1.86063
H 9.37466 -2.35337 -8.75993
H 5.00063 -2.17285 5.22580
C 6.81586 -3.50566 5.85069
H 8.21805 -4.70229 7.02378
H 4.53697 -7.09386 -6.74519
C 6.23705 -8.89663 -3.87551
H -11.78937 8.80096 -0.17408
H 11.78055 -6.85062 -1.79912
O 9.55449 -1.95239 -1.21959
C 0.33688 4.20343 0.72052
H 7.73390 -5.81172 -5.85611
O -14.76684 0.57993 -1.28086
H 8.99039 -8.47110 -2.48037
C 9.83159 -0.14744 -6.12656
C -6.85684 4.28846 -0.09880
H -4.88330 -0.23101 -0.50086
H 6.99699 -3.06169 2.41784
H -7.05732 1.56712 0.61008
O 8.17211 2.00099 -0.68934
C 10.82378 -3.89295 -1.63551
O 6.11564 -3.16290 6.78777
C 9.79848 -6.00684 -0.89099
C -5.58171 4.63905 2.82615
H 2.36059 5.21422 1.16010
H 8.58544 -4.01073 -4.68121
H 2.36674 4.07498 -0.35974
C 8.74430 -4.70365 4.97168
C 7.99302 -4.36389 6.02128
H 7.70019 -2.31097 -0.17914
C -9.41772 7.03285 1.49311
H -4.59694 2.90764 7.04514
C 1.76461 4.81313 0.26602
O 8.16362 -8.99162 -2.53468
C -8.87857 7.17148 2.79922
C -8.10903 -0.88246 1.13423
C -2.52205 3.01009 1.72296
H -8.57313 -1.69514 1.79593
C 6.07968 -7.12460 -5.68043
C 6.86303 1.72649 -0.43575
O -8.68265 6.69950 -0.85056
I -7.06852 2.47601 4.66246
C -7.36052 6.75861 3.17061
H 7.86654 -5.85545 0.11520
H -5.31704 -0.27542 2.30988
C 5.46773 -8.27694 -4.95888
H -10.52787 7.15621 3.89195
N -10.88083 8.80483 0.33773
C -5.52336 3.91910 5.28788
O -9.70423 7.70031 3.85288
C -6.59731 -0.75660 -1.91153
C 0.22039 3.15646 1.89184
C -6.49046 1.30991 -0.34868
C 7.27994 -6.64868 -5.34099
C -11.52953 0.66776 1.19496
C 9.76759 -0.68410 -7.51584
H 11.61032 -3.31085 -2.09663
O 4.36144 -8.67263 -5.28435
O 11.97020 -5.91239 -1.99435
H 4.65996 -0.99095 -0.61524
O 9.13267 -6.83532 -3.89485
H -3.31790 4.41839 -0.04081
O 3.84770 3.17986 0.74043
C -3.95067 2.45402 2.25465
C 9.65918 -3.16260 -1.12498
O 8.78681 -4.02441 -6.83519
C -8.47811 6.39219 0.34955
C 9.42285 -1.95094 -7.75699
H -12.00374 -0.21966 3.30442
C 6.38752 0.34232 -0.71633
H -6.62029 -2.25763 0.21094
C -2.40032 4.02301 0.52973
C -6.03565 -0.22346 -0.47384
C -5.63536 -1.31797 1.96869
C -11.43742 1.15342 -0.18547
O 5.36442 -6.57556 -6.70017
*
```